11 unconnected molecules or ions with the total composition C66H147Cl2N8O2. Source: OMol25; level of theory: the ωB97M-V functional and the def2-TZVPD basis.

```
225
Properties=species:S:1:pos:R:3:forces:R:3
C -4.0717 -2.2725 -4.5066 -0.206 0.490 0.052
C -4.4840 -3.4412 -3.6005 -0.412 1.489 -1.187
C -3.3221 -4.2331 -3.2006 1.043 -0.338 0.858
N -3.6781 -5.2554 -2.1538 1.832 0.890 1.250
C -4.9083 -5.9499 -2.3675 -0.662 -1.309 -1.664
C -3.7229 -4.6397 -0.7707 0.453 0.392 0.108
C -3.5997 -5.8126 0.2005 0.654 0.798 0.124
C -2.6248 -6.7523 -0.5922 0.398 -0.645 1.543
C -2.5603 -6.2699 -2.0018 0.548 1.173 -1.291
H -4.9681 -1.6333 -4.6525 0.436 -0.512 -0.391
H -3.6030 -2.5761 -5.4607 -0.366 0.157 0.367
H -3.4090 -1.6154 -3.9384 0.264 -0.118 -0.190
H -5.2377 -4.0168 -4.1384 -0.201 -0.043 0.433
H -4.8123 -2.9109 -2.7200 -0.902 -0.277 0.442
H -2.6117 -3.5705 -2.6651 -0.016 -0.416 -0.663
H -2.8489 -4.7505 -4.0358 0.086 -0.061 0.082
H -4.8278 -6.3712 -3.3914 -0.415 -0.021 0.599
H -5.7600 -5.2823 -2.3330 -0.105 -0.059 0.278
H -4.9319 -6.7606 -1.6415 -0.540 0.059 -0.177
H -4.6195 -4.0625 -0.6794 -0.546 0.322 0.039
H -2.8884 -3.9194 -0.6840 -0.276 -0.559 -0.107
H -4.5924 -6.2463 0.4435 0.786 0.036 -0.185
H -3.1637 -5.3889 1.1423 -0.338 -0.704 -0.729
H -3.0056 -7.7771 -0.5661 0.262 0.075 0.161
H -1.5771 -6.7410 -0.2058 -0.946 -0.036 0.047
H -2.7581 -7.0466 -2.7206 0.068 -0.293 -0.368
H -1.6085 -5.7449 -2.2847 -0.763 -0.449 0.546
C -0.9646 4.2617 -2.9348 -0.638 -0.584 -0.539
C 0.0624 4.6268 -1.9059 0.375 0.346 -0.032
C -0.1723 6.0580 -1.3446 1.896 -1.113 0.496
N 0.9183 6.4231 -0.3303 -1.079 -0.849 0.603
C 0.5377 7.6959 0.4151 -1.499 -1.186 0.167
C 2.2734 6.6427 -0.9275 0.180 -0.147 1.390
C 3.2024 6.2477 0.2530 0.653 -0.050 -0.523
C 2.4841 5.2788 1.2329 0.013 1.110 0.344
C 1.0683 5.2033 0.7039 0.101 2.040 0.169
H -0.9689 3.1668 -3.0484 -0.009 0.392 -0.284
H -0.7981 4.7463 -3.8904 0.303 -0.070 -0.250
H -1.9809 4.5446 -2.6795 -0.186 0.024 0.453
H 1.0552 4.4760 -2.3462 -0.041 0.402 0.012
H 0.0463 3.8661 -1.1138 -0.487 0.431 -0.337
H -1.0558 5.9881 -0.7560 -1.008 0.431 0.231
H -0.1815 6.8712 -2.0706 -0.245 -0.266 -0.139
H -0.3105 7.4730 1.1156 0.748 0.131 -0.749
H 0.2060 8.4576 -0.2967 0.322 -0.153 0.076
H 1.3786 7.9981 0.9980 0.543 0.375 0.259
H 2.3627 7.6949 -1.2155 -0.012 -0.239 0.027
H 2.4216 6.0244 -1.7987 -0.139 -0.272 -0.125
H 3.5302 7.1370 0.7868 0.068 0.017 -0.072
H 4.0821 5.7863 -0.1824 0.267 0.005 0.132
H 2.5648 5.7040 2.2666 -0.425 -0.293 -0.889
H 2.9039 4.2869 1.3135 0.295 -0.372 -0.268
H 0.3078 5.3353 1.4514 -0.369 0.382 0.358
H 0.8025 4.3074 0.2106 0.473 -0.580 -0.413
C 1.9865 2.3214 5.3327 0.048 -0.636 1.189
C 3.2702 2.2891 6.1839 -0.105 1.805 -0.425
C 2.9506 2.5547 7.6061 -0.543 0.078 2.959
N 4.0767 2.2723 8.6303 -0.617 -1.794 -0.725
C 5.2158 3.1923 8.4101 -0.502 -0.775 -0.881
C 4.5707 0.7711 8.5725 -0.670 1.361 -0.728
C 4.8873 0.4387 9.9944 -0.042 -0.622 0.886
C 3.7395 1.0833 10.7934 0.534 -1.239 -0.694
C 3.6070 2.3995 10.0437 -0.216 0.906 1.490
H 1.5515 3.3259 5.3557 -0.061 -0.261 0.013
H 1.2614 1.5593 5.6629 0.078 0.416 0.164
H 2.2385 2.0454 4.3450 0.305 0.005 -1.332
H 3.8420 3.1706 5.8618 0.288 -0.443 -0.284
H 3.9021 1.4219 6.0895 -0.087 -0.507 -0.361
H 2.1236 1.9519 7.9982 0.055 -0.257 -0.309
H 2.6420 3.5844 7.8942 0.261 -0.373 -0.780
H 5.5721 3.0725 7.3618 0.065 0.079 0.996
H 5.8947 2.9089 9.1949 0.901 0.394 -0.172
H 4.7952 4.1653 8.5561 0.244 0.807 0.110
H 5.4097 0.8343 7.8882 0.005 -0.667 -0.143
H 3.6962 0.2366 8.1747 0.545 -0.151 0.031
H 5.7687 0.9642 10.3092 0.761 0.289 -0.027
H 5.1198 -0.6193 10.2177 -0.508 0.423 -0.391
H 4.0439 1.2323 11.8199 -0.091 0.146 0.231
H 2.8225 0.4494 10.8019 0.527 0.627 -0.212
H 4.2841 3.1766 10.4799 -1.085 -0.557 0.010
H 2.5518 2.6263 10.1385 -0.010 0.976 -0.547
C -1.9908 3.7664 -10.0711 -1.525 -0.547 -0.477
C -3.4103 3.8375 -9.4388 -1.141 1.054 0.287
C -3.4683 3.5030 -7.9619 0.133 -1.852 0.023
N -4.8438 3.0608 -7.4748 0.815 -1.007 0.668
C -5.5993 4.2878 -7.2596 -1.215 1.356 -1.031
C -4.7724 2.2940 -6.1335 0.487 -0.067 -0.150
C -5.7053 1.0884 -6.2748 -0.990 0.049 0.720
C -6.5360 1.3660 -7.5328 -0.754 -1.961 -0.385
C -5.5399 2.0322 -8.3993 0.817 1.377 -0.792
H -1.7887 2.6940 -10.3165 0.343 0.759 0.834
H -1.2446 4.2757 -9.4358 -0.156 -0.351 -0.743
H -2.1288 4.1652 -11.0915 0.616 0.462 0.611
H -4.0792 3.1257 -9.9458 0.508 0.249 -0.077
H -3.9528 4.8186 -9.5021 0.950 -0.504 -0.642
H -3.1545 4.2333 -7.2342 0.239 0.601 -0.148
H -2.8417 2.6385 -7.8160 0.338 -0.487 0.217
H -5.7125 4.7704 -8.2381 0.157 0.106 0.247
H -5.1220 5.0043 -6.5672 0.006 -0.712 -0.286
H -6.6163 4.1048 -6.9446 -0.145 -0.326 0.368
H -5.0882 2.9989 -5.3846 -0.048 0.133 0.384
H -3.7343 1.9754 -5.9166 -0.537 0.360 -0.305
H -6.4089 0.9610 -5.4210 0.842 0.096 -0.336
H -5.0837 0.2005 -6.3604 -0.248 -0.194 -0.144
H -7.4315 1.9525 -7.3422 0.132 0.312 0.132
H -6.9460 0.4174 -8.0155 0.752 1.138 0.589
H -5.8856 2.5880 -9.2746 -0.240 -0.275 0.190
H -4.7489 1.3358 -8.7179 -0.212 0.224 0.140
C 1.2230 -4.5544 3.2175 -1.536 -0.673 -0.260
C 1.8573 -5.8046 2.6855 -0.475 -0.735 -1.206
C 2.1333 -5.7559 1.1819 1.352 0.256 1.199
N 3.2731 -6.6797 0.7192 0.024 -0.232 1.333
C 2.6934 -8.0853 0.5571 -0.199 0.936 -0.582
C 4.4602 -6.6617 1.6965 -0.138 -0.047 -0.299
C 5.7542 -6.5250 0.8924 0.139 -0.560 -0.175
C 5.2985 -5.8462 -0.4204 -0.128 -0.693 1.248
C 3.8195 -6.1482 -0.5469 -0.184 0.297 -0.867
H 1.7562 -3.6609 2.9833 0.612 0.588 -0.189
H 1.2075 -4.7123 4.2813 -0.385 0.455 0.547
H 0.2068 -4.4527 2.8255 -0.004 0.200 0.239
H 1.2580 -6.6977 2.8222 -0.415 -0.005 0.644
H 2.6949 -5.8999 3.3267 1.253 -0.569 0.061
H 2.4122 -4.7333 0.9465 0.245 -0.030 -0.370
H 1.2971 -6.0108 0.5666 -0.580 0.028 -0.260
H 2.1948 -8.3328 1.4762 0.063 -0.275 0.476
H 3.4492 -8.8197 0.2783 0.105 0.257 0.161
H 1.9165 -8.0360 -0.2227 0.436 0.066 0.166
H 4.3623 -7.4988 2.3592 0.185 -0.693 0.100
H 4.2815 -5.8231 2.3259 0.222 0.911 0.231
H 6.2356 -7.4926 0.6640 -0.639 0.143 0.028
H 6.5675 -6.0169 1.4287 -0.614 0.273 0.006
H 5.8403 -6.2988 -1.1998 0.638 -0.284 -1.231
H 5.4487 -4.7848 -0.4522 0.223 0.533 0.189
H 3.5442 -6.9029 -1.2506 0.279 -0.179 -0.980
H 3.3030 -5.2343 -0.8000 -0.504 -0.068 -0.200
C -7.9054 3.8820 6.4308 -0.533 -0.886 -0.246
C -7.4075 2.4246 6.5141 0.372 0.293 0.091
C -7.1397 1.8362 5.1344 -0.188 -0.684 0.153
N -6.7219 0.3666 5.1453 0.671 -0.584 -0.143
C -7.8224 -0.4510 5.6910 -0.252 0.936 0.950
C -5.4564 0.1534 5.9051 0.352 0.395 0.247
C -4.2691 0.3713 4.9618 -0.822 0.148 -0.286
C -4.9399 0.3744 3.5642 -0.026 0.999 0.102
C -6.3826 -0.1317 3.7610 0.316 0.730 -0.631
H -8.3472 4.1155 7.3886 0.026 0.356 0.212
H -8.7061 3.9277 5.6982 -0.138 0.265 -0.118
H -7.1414 4.6116 6.1745 0.115 -0.129 0.024
H -8.1070 1.8012 7.0863 0.065 0.422 -0.198
H -6.4759 2.4705 7.0839 -0.024 -0.250 0.012
H -6.3842 2.4202 4.6276 0.253 -0.045 -0.243
H -8.0164 1.7450 4.5082 -0.449 0.737 -0.071
H -8.6683 -0.3339 5.0384 -0.434 -0.116 -0.231
H -8.0700 -0.0381 6.6807 0.007 -0.622 -0.380
H -7.5000 -1.4700 5.7500 0.043 -0.530 0.074
H -5.4658 -0.8247 6.3266 -0.077 -0.987 -0.073
H -5.4959 0.7831 6.7583 0.182 0.731 0.647
H -3.6127 -0.4832 5.0543 0.404 0.100 0.112
H -3.7358 1.3245 5.1266 -0.179 -0.653 0.115
H -4.4221 -0.2679 2.8798 0.289 -0.102 -0.545
H -4.8991 1.4390 3.2006 -0.318 -1.213 -0.054
H -6.4718 -1.2596 3.6954 0.001 1.430 0.277
H -7.0687 0.3915 3.0659 0.196 -0.757 0.237
C -0.1829 -1.6467 -5.1346 -1.223 1.065 -0.388
C 0.3899 -0.8526 -3.9599 -0.024 -1.176 0.006
C -0.2224 -1.3725 -2.6882 -1.732 1.006 -0.071
N 0.0076 -0.6309 -1.4083 1.579 -1.559 1.647
C 1.4739 -0.6961 -1.0489 1.409 0.707 -1.021
C -0.7673 -1.4239 -0.3669 -0.874 -0.672 -0.673
C -0.8524 -0.5480 0.8569 -0.217 0.579 0.788
C -0.9313 0.8720 0.2845 -0.508 0.236 -2.458
C -0.4865 0.7715 -1.2507 1.794 -0.456 1.365
H 0.1472 -2.6633 -5.0934 0.065 -0.691 -0.081
H 0.1198 -1.1924 -6.0894 0.148 -0.267 0.281
H -1.2971 -1.5978 -5.1375 0.682 -0.238 0.107
H 0.1048 0.1830 -4.0948 0.652 0.460 0.031
H 1.4321 -1.1395 -3.9731 0.695 1.012 0.031
H 0.0302 -2.3883 -2.4059 -0.037 -0.346 -0.545
H -1.3029 -1.1923 -2.8143 0.126 -0.725 0.069
H 1.9641 -1.6853 -1.2771 -1.118 0.757 0.370
H 1.7077 -0.3544 -0.0273 -0.504 -0.288 -0.217
H 1.9826 0.0615 -1.7010 -0.334 -0.693 0.392
H -0.3433 -2.4437 -0.2508 0.021 0.733 -0.093
H -1.7555 -1.5115 -0.8762 0.485 -0.127 0.910
H 0.0089 -0.6311 1.5350 -0.079 -0.088 -0.324
H -1.7481 -0.7384 1.4880 0.475 -0.206 -0.649
H -0.2820 1.5963 0.7071 0.661 0.417 0.955
H -1.9392 1.3057 0.2695 0.083 -0.343 0.181
H 0.4668 1.3007 -1.4316 -0.984 0.701 -0.065
H -1.2649 0.9267 -1.9594 -0.584 0.283 -0.373
C 8.9872 -1.1102 -4.8897 -0.425 -1.078 -1.214
C 8.2686 -1.2793 -3.5660 -0.736 -0.542 -0.570
C 8.8409 -0.3325 -2.5381 -0.639 0.335 -0.029
N 7.9085 -0.0382 -1.3443 1.336 -0.710 0.693
C 7.4040 -1.3286 -0.7832 0.227 -0.129 -0.478
C 6.7590 0.8227 -1.7049 -0.919 -0.377 -0.568
C 7.2328 2.2137 -1.4960 0.190 0.809 1.430
C 7.8572 2.0885 -0.0898 0.817 -0.599 -0.216
C 8.6500 0.7824 -0.2703 0.972 0.586 -0.579
H 8.6255 -1.8781 -5.5842 -0.318 0.070 0.150
H 10.0431 -1.3214 -4.9523 0.548 0.489 0.630
H 8.7119 -0.1849 -5.3712 0.329 0.529 -0.005
H 8.3340 -2.3491 -3.2759 -0.142 0.704 0.153
H 7.2065 -1.0475 -3.8332 0.630 -0.251 0.631
H 9.0534 0.6232 -3.0244 -0.047 0.035 0.267
H 9.7734 -0.7442 -2.1707 0.098 0.092 0.432
H 8.1997 -2.0844 -0.7775 -0.233 0.263 -0.138
H 6.5687 -1.6152 -1.4283 0.192 -0.333 0.306
H 7.0873 -1.1587 0.2329 -0.337 0.094 0.215
H 5.9612 0.6140 -0.9637 0.284 0.058 -0.490
H 6.4264 0.5406 -2.7085 -0.044 0.175 0.207
H 6.4317 2.9158 -1.4458 -0.725 0.437 -0.281
H 7.9749 2.5988 -2.1838 0.108 -0.215 -0.379
H 7.1343 1.9918 0.7473 0.228 0.242 -0.706
H 8.5953 2.8704 0.1109 -0.422 0.066 0.164
H 8.7816 0.2367 0.6385 -0.206 -0.692 0.433
H 9.6802 0.9713 -0.6409 -0.749 -0.011 -0.001
Cl 3.3178 1.6881 1.9283 -0.121 0.039 -0.282
Cl 0.6589 -4.5043 -1.4946 -0.058 -0.102 0.068
C -5.2059 0.3019 -1.0981 1.133 0.189 -1.393
C -3.8677 -0.4954 -1.4466 -1.210 0.933 0.200
O -3.0820 0.0026 -2.3023 -0.655 0.053 0.369
O -3.7074 -1.5581 -0.8287 0.034 -0.862 0.201
H -5.9962 -0.2663 -0.6048 0.418 -0.118 0.107
H -5.5786 0.6306 -2.0865 -0.042 0.129 0.542
H -4.9206 1.1989 -0.5263 -0.241 -0.247 -0.122
```
Positions in Å, forces in eV/Å.

Values from the calculation:
E_HOMO: -15.342 eV
total charge: +5
orbital gap: 8.020 eV
maximum force: 3.0 eV/A
LUMO level: -7.3 eV